(1)
Density functional theory data (ωB97M-V/def2-TZVPD) for a molecular structure, C25H65O27PtS8 at a distorted geometry.

Last column: Löwdin charge in e.
Atoms and positions in Å:
Pt 1.54 -1.97 -1.16  1.311
O -1.08 0.99 -0.26  0.152
C -0.20 0.06 -0.48  -0.829
O -0.57 -1.09 -0.64  -0.017
O 1.04 0.23 -0.60  -0.035
H -1.85 0.45 -0.07  0.070
O 0.04 0.33 -3.71  -0.299
S 0.36 1.67 -4.16  0.708
O 1.29 1.85 -5.34  -0.324
O -1.10 2.41 -4.61  -0.279
C -1.05 3.82 -5.08  -0.258
C -2.08 3.90 -6.22  -0.071
C 0.82 2.76 -2.74  -0.089
H -0.18 4.19 -5.61  0.115
H -1.33 4.53 -4.30  0.091
H -2.99 3.32 -6.07  0.078
H -1.61 3.49 -7.11  0.079
H -2.44 4.92 -6.35  0.084
H 0.09 2.92 -1.95  0.050
H 0.98 3.72 -3.24  0.067
H 1.72 2.31 -2.31  0.052
O -5.48 4.47 -2.01  -0.306
S -4.02 4.63 -1.96  0.692
O -3.37 5.30 -3.08  -0.288
O -3.71 5.45 -0.56  -0.274
C -4.40 5.13 0.64  -0.307
C -4.72 6.35 1.44  -0.066
C -3.20 3.01 -1.51  -0.084
H -3.62 4.58 1.17  0.104
H -5.30 4.54 0.49  0.123
H -3.92 6.98 1.84  0.084
H -5.22 6.00 2.34  0.083
H -5.39 6.97 0.84  0.090
H -3.67 2.63 -0.61  0.050
H -2.15 3.09 -1.23  0.042
H -3.43 2.37 -2.37  0.077
O 0.25 -3.91 -1.01  -0.384
S -1.02 -4.51 -0.73  0.708
O -2.29 -4.14 -1.31  -0.266
O -0.80 -6.18 -0.96  -0.260
C -2.02 -7.03 -0.94  -0.260
C -1.57 -8.44 -1.24  -0.076
C -1.17 -4.49 1.13  -0.097
H -2.72 -6.77 -1.73  0.117
H -2.55 -7.11 0.01  0.116
H -1.14 -8.49 -2.24  0.084
H -2.51 -8.99 -1.23  0.090
H -0.79 -8.74 -0.53  0.086
H -0.50 -5.16 1.67  0.083
H -2.15 -4.74 1.52  0.059
H -1.13 -3.42 1.34  0.027
O 3.61 0.20 1.77  -0.275
S 4.28 -0.53 0.72  0.715
O 3.49 -1.38 -0.19  -0.413
O 5.29 0.45 -0.23  -0.260
C 6.13 1.33 0.49  -0.267
C 6.37 2.67 -0.28  -0.036
C 5.48 -1.60 1.54  -0.065
H 7.08 0.79 0.51  0.113
H 5.81 1.53 1.51  0.122
H 5.53 3.36 -0.21  0.069
H 6.61 2.59 -1.34  0.071
H 7.14 3.26 0.21  0.081
H 5.79 -2.06 0.60  0.068
H 4.99 -2.20 2.29  0.070
H 6.34 -1.02 1.89  0.074
O 2.70 -2.54 3.36  -0.281
S 1.46 -2.19 2.65  0.787
O 1.40 -2.21 1.15  -0.402
O 0.18 -3.15 3.17  -0.317
C 0.11 -3.47 4.53  -0.271
C -1.39 -3.81 4.86  -0.030
C 0.85 -0.61 3.36  -0.058
H 0.40 -2.65 5.19  0.113
H 0.72 -4.36 4.68  0.125
H -1.68 -4.67 4.24  0.070
H -2.04 -2.97 4.62  0.059
H -1.53 -3.98 5.93  0.082
H 1.34 0.22 2.84  0.042
H 1.07 -0.65 4.43  0.082
H -0.23 -0.55 3.25  0.058
O -3.67 -0.03 0.50  -0.305
S -3.73 -1.12 1.50  0.735
O -2.55 -1.55 2.22  -0.300
O -4.93 -0.63 2.58  -0.257
C -5.28 -1.40 3.71  -0.307
C -6.72 -1.73 3.53  -0.071
C -4.58 -2.59 0.70  -0.044
H -5.13 -0.89 4.66  0.129
H -4.67 -2.29 3.82  0.114
H -6.97 -2.20 4.49  0.088
H -6.91 -2.42 2.71  0.071
H -7.41 -0.89 3.49  0.094
H -4.52 -2.51 -0.39  0.074
H -5.61 -2.71 1.05  0.056
H -3.94 -3.43 0.95  0.038
O 1.07 4.73 3.37  -0.305
S 1.46 3.36 2.94  0.734
O 2.58 2.73 3.68  -0.303
O 0.12 2.33 2.98  -0.294
C -1.10 2.91 2.56  -0.295
C -2.21 1.90 2.87  -0.050
C 1.72 3.19 1.11  -0.086
H -1.05 3.13 1.50  0.096
H -1.36 3.79 3.14  0.119
H -2.22 1.95 3.96  0.089
H -1.95 0.88 2.61  0.035
H -3.20 2.11 2.46  0.081
H 2.70 3.62 0.92  0.066
H 0.90 3.63 0.53  0.066
H 1.92 2.13 0.95  0.037
O 2.82 -0.96 -2.65  -0.435
S 3.90 -0.29 -3.39  0.733
O 4.04 1.21 -3.46  -0.288
O 5.31 -0.83 -2.85  -0.266
C 6.49 -0.35 -3.46  -0.281
C 7.69 -1.09 -2.90  -0.043
C 3.80 -0.90 -5.13  -0.067
H 6.63 0.69 -3.18  0.114
H 6.46 -0.43 -4.55  0.121
H 7.47 -1.20 -1.84  0.068
H 8.62 -0.52 -3.00  0.095
H 7.69 -2.14 -3.18  0.086
H 4.37 -0.28 -5.83  0.080
H 2.75 -0.92 -5.41  0.072
H 4.14 -1.93 -5.07  0.074

For the total energy, the calculation gives -6327.28286 a.u. The value obtained for the orbital gap (alpha / beta) is 9.748 / 8.143 eV. The value obtained for the energy relative to the best compared isomer or geometry (same formula, charge and spin) is 108.3 kJ/mol. As for the expectation value of S²: 2.005. The multiplicity is 3. Its net charge is +1. The HOMO energy (alpha / beta) comes out at -12.09 / -12.11 eV.

***

(2)
Density functional theory data (ωB97M-V/def2-TZVPD) for a molecular structure, C25H67BN4NbO3S at a distorted geometry.

Last column: Löwdin charge in e.
Atoms and positions in Å:
C 1.71 -5.74 -1.94  -0.126
C 0.60 -4.85 -1.39  -0.304
C 0.59 -3.44 -2.00  -0.336
C -0.79 -2.75 -1.94  -0.381
Nb -1.16 -2.03 0.15  1.119
B -3.39 -1.23 -0.05  -0.634
O -3.61 0.02 0.49  0.065
N -4.46 -1.90 -0.80  -0.176
C -4.72 -3.27 -0.39  -0.141
C -4.41 -1.75 -2.25  -0.107
S 0.29 0.13 -0.49  0.425
C 1.93 0.21 0.26  -0.211
O -0.42 1.31 0.03  -0.491
O 0.54 0.16 -1.94  -0.491
H 1.84 -5.59 -3.02  0.062
H 1.49 -6.80 -1.80  0.060
H 2.67 -5.55 -1.46  0.066
H -0.37 -5.32 -1.56  0.095
H 0.71 -4.77 -0.30  0.072
H 1.34 -2.83 -1.48  0.083
H 0.92 -3.52 -3.04  0.095
H -0.80 -1.94 -2.68  0.024
H -1.56 -3.50 -2.20  0.027
H 0.24 -2.76 1.12  -0.090
H -1.40 -1.24 1.82  -0.101
H -1.96 -3.56 0.67  -0.090
H -3.50 0.01 1.44  0.069
H -4.45 -3.41 0.66  0.056
H -5.79 -3.49 -0.48  0.078
H -4.17 -4.00 -0.99  0.072
H -3.79 -0.90 -2.54  0.086
H -5.41 -1.59 -2.67  0.076
H -3.97 -2.64 -2.73  0.073
H 2.24 -0.80 0.54  0.031
H 1.85 0.83 1.15  0.045
H 2.60 0.65 -0.48  0.037
C -0.43 3.85 -1.86  -0.095
C -0.79 5.02 -0.97  -0.263
N -1.70 5.97 -1.59  -0.202
C -1.85 7.21 -0.86  -0.263
C -2.47 7.16 0.55  -0.091
C -2.93 5.39 -2.11  -0.250
C -3.82 4.60 -1.14  -0.078
H -0.04 4.20 -2.82  0.077
H 0.32 3.23 -1.37  0.052
H -1.28 3.20 -2.04  0.069
H 0.12 5.58 -0.72  0.115
H -1.17 4.62 -0.02  0.105
H -2.43 7.90 -1.48  0.105
H -0.85 7.65 -0.77  0.105
H -3.54 6.98 0.51  0.052
H -2.30 8.11 1.06  0.064
H -2.01 6.37 1.15  0.066
H -2.67 4.72 -2.94  0.100
H -3.51 6.20 -2.56  0.108
H -3.23 3.91 -0.53  0.071
H -4.54 4.00 -1.70  0.070
H -4.39 5.25 -0.47  0.051
C 1.70 -4.38 6.44  -0.098
C 0.60 -3.82 5.56  -0.273
N -0.69 -4.45 5.79  -0.203
C -1.67 -4.13 4.76  -0.245
C -2.12 -2.68 4.62  -0.096
C -1.17 -4.42 7.16  -0.256
C -1.32 -3.06 7.84  -0.087
H 1.76 -5.47 6.34  0.076
H 2.67 -3.96 6.15  0.069
H 1.55 -4.15 7.50  0.059
H 0.86 -3.99 4.51  0.119
H 0.58 -2.72 5.69  0.103
H -2.54 -4.77 4.92  0.108
H -1.24 -4.44 3.80  0.107
H -2.80 -2.37 5.42  0.052
H -2.65 -2.57 3.67  0.045
H -1.28 -1.99 4.59  0.062
H -0.49 -5.03 7.76  0.096
H -2.13 -4.95 7.17  0.110
H -0.45 -2.43 7.67  0.064
H -1.42 -3.20 8.92  0.066
H -2.20 -2.52 7.50  0.052
C 6.56 2.04 -2.22  -0.097
C 5.49 1.40 -3.11  -0.281
N 4.17 1.96 -2.89  -0.194
C 3.10 1.17 -3.49  -0.254
C 3.06 1.05 -5.01  -0.079
C 4.06 3.40 -3.03  -0.243
C 4.47 4.02 -4.38  -0.084
H 6.26 1.99 -1.17  0.078
H 7.50 1.50 -2.34  0.067
H 6.74 3.08 -2.49  0.060
H 5.42 0.33 -2.87  0.117
H 5.82 1.46 -4.16  0.099
H 2.15 1.57 -3.13  0.092
H 3.16 0.17 -3.06  0.106
H 2.73 1.97 -5.50  0.053
H 2.36 0.26 -5.29  0.072
H 4.04 0.77 -5.43  0.061
H 4.65 3.87 -2.25  0.099
H 3.02 3.66 -2.81  0.111
H 5.42 3.61 -4.73  0.062
H 4.60 5.10 -4.26  0.067
H 3.73 3.85 -5.16  0.053

For the total energy, the calculation gives -1917.29947 a.u. The value obtained for the orbital gap is 6.882 eV. Its net charge is -1. The HOMO energy comes out at -4.76 eV.

***

Question: Which of these has the lowest net charge?
Answer: C25H67BN4NbO3S

***

Question: The highest net charge belongs to which entry?
Answer: C25H65O27PtS8

***

Question: net charge of number 2 (C25H67BN4NbO3S)?
Answer: -1

***

Question: Number 2 is which compound?
Answer: C25H67BN4NbO3S